No. 1
The following is a DFT calculation (ωB97M-V/def2-TZVPD) of a structure of composition C42H35AlNOP2S.

lowest unoccupied orbital energy	-10.877	eV
net charge	+3
gap between HOMO and LUMO	4.76	eV
energy above the lowest of the compared OMol25 structures with the same formula, charge and spin	4.612	eV
E	-83641.547	eV
maximum force	1.29	eV/A

XYZ file:
```
83
Properties=species:S:1:pos:R:3:forces:R:3
S 0.98921 -2.14366 1.35197 0.78 -0.27 -0.17
P 0.08446 -1.75688 -1.67070 -0.43 0.63 -0.17
P 0.74673 1.02735 1.63965 0.47 0.20 0.11
Al -0.59360 -0.56983 0.31120 0.74 -0.51 0.08
O 0.47685 -3.42476 1.83450 -0.17 -0.39 0.20
N -2.25981 1.00761 0.51284 -1.12 0.29 -0.57
C 4.44611 -2.90713 -0.65970 0.00 0.02 0.06
C 0.09816 1.86684 -3.65889 -0.04 0.05 0.05
C 2.69726 -2.06641 3.50480 -0.10 -0.15 -0.02
C -3.59966 -1.61218 -2.73262 -0.04 0.17 -0.15
C -0.93608 3.10834 2.48310 0.00 -0.03 -0.03
C 1.93290 -1.32448 2.61821 -0.19 0.26 -0.07
C 3.53767 -1.39766 4.38168 -0.02 0.03 -0.04
C -3.19277 0.79146 -3.01034 0.07 -0.03 0.45
C 2.71615 4.21502 -0.08451 0.00 0.06 0.01
C -3.18681 -0.54962 -3.45915 0.02 -0.41 -0.18
C -2.30464 -1.66933 0.27335 0.23 -0.13 0.07
C -4.33891 -1.45683 -1.43648 0.24 0.05 0.20
C 0.14170 -0.46004 -2.96611 0.00 0.18 0.14
C 4.07967 -2.60089 -1.96362 0.01 0.00 -0.02
C 0.15136 1.47301 -4.98972 -0.03 0.06 -0.06
C -0.26474 1.93395 2.84094 -0.05 -0.08 -0.20
C 2.78880 -2.18944 -2.25654 -0.10 0.03 0.07
C 2.23338 -2.35815 0.07007 -0.46 0.39 -0.16
C -1.74652 3.75335 3.40443 -0.07 0.03 -0.04
C -3.03075 0.50739 -0.53602 0.40 0.00 0.31
C -5.07601 -2.71071 -1.07427 0.03 -0.03 0.06
C 3.47383 2.16072 -1.08738 0.03 0.01 -0.02
C 2.79986 0.72842 3.50749 -0.04 0.00 0.00
C 1.84362 3.50909 0.73407 0.01 -0.02 0.11
C -1.91994 3.21759 4.67480 0.04 -0.03 0.00
C 1.78589 2.12261 0.63121 -0.25 -0.19 -0.09
C 1.83801 -2.06220 -1.24464 0.13 -0.12 0.26
C 3.52905 3.54694 -0.98726 0.00 -0.01 -0.01
C -3.11469 1.25135 -1.69266 -0.17 0.30 -0.17
C -0.46039 1.38817 4.11123 0.07 -0.02 -0.04
C 0.16874 -0.83872 -4.31039 0.00 0.01 0.14
C 1.93097 0.07149 2.63984 -0.23 -0.15 -0.17
C -4.68833 -3.71006 -0.25631 -0.35 -0.12 -0.03
C 3.52330 -2.77580 0.36348 0.12 -0.05 0.15
C -3.47789 -0.89854 -0.28175 -0.26 -0.18 -0.16
C 0.18744 0.12421 -5.31165 0.00 -0.10 -0.11
C 3.61165 -0.00860 4.35677 0.03 0.01 0.04
C 2.59804 1.45030 -0.28887 -0.08 -0.02 0.06
C 0.09520 0.90552 -2.65971 0.09 -0.19 -0.10
C -2.33831 -3.02702 0.50082 -0.07 0.04 0.24
C -1.28504 2.03233 5.02134 -0.09 0.03 0.05
C -3.43514 -3.88169 0.39316 0.21 0.26 -0.02
H 2.55287 0.36686 -0.36280 0.07 0.03 -0.05
H 0.23396 -0.18539 -6.34788 -0.01 0.02 0.00
H 4.11885 1.63938 -1.78231 -0.02 0.00 0.00
H 4.29304 0.50447 5.02208 -0.02 0.00 0.01
H -2.82538 -0.71628 -4.46817 0.02 0.01 0.04
H -3.08863 1.55782 -3.77146 0.02 -0.01 -0.01
H 2.61603 -3.14701 3.51121 0.05 0.00 0.00
H 0.08163 2.92008 -3.40352 0.02 -0.02 0.00
H -1.45407 -3.46648 0.95207 -0.01 -0.03 -0.02
H 0.17031 2.21971 -5.77257 0.01 -0.02 -0.02
H -2.05635 2.00151 0.43952 0.20 -0.01 0.02
H -0.80447 3.54148 1.49626 0.03 0.05 0.04
H -5.37731 -4.53952 -0.14794 -0.01 0.03 0.01
H 3.81955 -2.99184 1.38021 0.00 -0.01 0.01
H 2.83253 1.81120 3.53183 0.00 0.00 0.00
H 0.17360 -1.89093 -4.56952 0.03 -0.01 -0.05
H 5.45175 -3.23559 -0.43705 -0.01 -0.01 0.00
H -6.02927 -2.83158 -1.57989 0.00 -0.02 0.01
H -2.54514 3.72871 5.39432 0.00 -0.01 0.00
H 4.21736 4.10523 -1.60773 -0.01 0.00 0.00
H 2.76699 5.29270 -0.00432 0.02 -0.01 0.02
H 0.04372 0.47346 4.39884 -0.01 0.02 0.03
H -3.48191 -2.61133 -3.13971 -0.03 0.03 -0.06
H -3.30008 -4.84410 0.87885 -0.04 -0.05 -0.07
H -1.42995 1.61033 6.00686 0.03 0.01 0.00
H -5.09748 -0.68292 -1.60408 -0.02 -0.01 0.00
H 0.09831 1.21676 -1.61821 0.04 0.10 0.00
H -2.23556 4.68075 3.13656 0.00 0.00 0.00
H -4.18978 -0.85233 0.56698 0.02 0.10 0.01
H 4.14264 -1.96241 5.07792 0.01 0.01 0.01
H 4.80461 -2.69502 -2.76149 -0.01 0.00 0.00
H -2.89035 2.30816 -1.58384 -0.03 -0.01 -0.05
H 1.25256 4.04310 1.46482 0.03 0.01 -0.01
H -2.63322 0.81605 1.44347 0.20 -0.06 0.06
H 2.51269 -1.97745 -3.28098 0.02 0.02 -0.02
```
Positions in Å, forces in eV/Å.

=====

No. 2
The following is a DFT calculation (ωB97M-V/def2-TZVPD) of a cluster of 2 separate species, C9H14 in total.

lowest unoccupied orbital energy (spin up / spin down)	3.706 / 3.606	eV
net charge	-1
gap between HOMO and LUMO (spin up / spin down)	2.64 / 7.34	eV
⟨S²⟩	0.76
energy above the lowest of the compared OMol25 structures with the same formula, charge and spin	0.911	eV
spin multiplicity	2
E	-9557.886	eV
maximum force	1.89	eV/A

XYZ file:
```
23
Properties=species:S:1:pos:R:3:forces:R:3
C -0.56710 1.13588 -0.79305 0.89 1.51 -0.15
C -1.48479 -1.56104 2.35973 0.09 -0.26 -0.43
C -1.11576 -2.71311 1.37496 -0.44 1.34 0.43
C -0.43386 2.48418 -0.45941 -1.29 -1.11 0.60
C 0.81950 3.11063 -0.38022 0.59 -0.05 0.02
C 1.84005 1.11882 -1.35429 -0.53 1.57 0.30
C 0.61984 -1.03304 -1.37579 -0.97 -0.33 -1.59
C 0.59520 0.44289 -1.14436 0.88 -1.64 -0.09
C 1.94343 2.43463 -0.94393 -0.85 0.14 -0.16
H 2.81596 3.05983 -1.09085 0.44 -0.31 -0.08
H 0.79226 -1.67448 -0.51532 -0.07 -0.05 -0.01
H -0.64290 -3.56294 1.85888 -0.53 -0.36 0.04
H -1.44580 -0.64432 1.76620 0.34 0.13 0.41
H 0.96703 4.10898 0.01560 -0.23 0.03 -0.05
H -0.72315 -1.61811 3.12000 0.45 0.70 0.30
H -0.29479 -1.33620 -1.93437 -0.27 -0.12 0.92
H -1.39390 2.84821 -0.07772 0.51 0.84 -0.17
H 1.31698 -1.35785 -2.15865 0.77 0.36 0.24
H 2.65292 0.65450 -1.90031 0.08 -0.26 0.13
H -1.92937 -2.92776 0.68013 0.16 -0.44 0.13
H -2.42349 -1.48360 2.91229 -0.31 -0.83 -0.32
H -1.57974 0.74427 -0.77155 0.18 -0.53 -0.08
H -0.32851 -2.23037 0.81204 0.08 -0.32 -0.38
```
Positions in Å, forces in eV/Å.

=====

No. 3
The following is a DFT calculation (ωB97M-V/def2-TZVPD) of the molecule C4H6Cl2.

structure (SMILES)	CC/C(Cl)=C/Cl
lowest unoccupied orbital energy	0.879	eV
net charge	0
gap between HOMO and LUMO	9.79	eV
energy above the lowest of the compared OMol25 structures with the same formula, charge and spin	1.018	eV
E	-29288.832	eV
maximum force	5.78	eV/A

XYZ file:
```
12
Properties=species:S:1:pos:R:3:forces:R:3
Cl -0.77073 2.20521 -0.11020 -0.72 2.02 -0.41
Cl -3.39886 0.22957 -0.15108 -1.87 0.51 -0.70
C -0.78450 0.57272 0.21462 -2.90 -1.03 -1.47
C 0.48955 0.09345 0.55272 5.08 0.20 2.75
C -1.83032 -0.26392 -0.02062 2.72 0.89 1.83
C 1.42903 -0.29088 -0.58781 -0.10 0.62 -0.80
H 1.17761 -1.29588 -0.89513 -0.36 -0.13 -0.61
H -1.65956 -1.28088 0.28633 -0.18 -0.36 -0.25
H 1.40380 0.42046 -1.44100 0.00 -0.52 0.48
H 2.44323 -0.39693 -0.24960 0.54 0.31 0.29
H 1.11591 0.84059 1.33804 -2.00 -1.81 -2.09
H 0.38483 -0.83350 1.06373 -0.19 -0.69 0.98
```
Positions in Å, forces in eV/Å.

=====

No. 4
The following is a DFT calculation (ωB97M-V/def2-TZVPD) of a cluster of 2 separate species, C17H19N in total.

structure (SMILES)	Cc1c[nH]c2ccccc12.CCc1ccccc1
lowest unoccupied orbital energy	0.751	eV
net charge	0
gap between HOMO and LUMO	8.47	eV
energy above the lowest of the compared OMol25 structures with the same formula, charge and spin	1.347	eV
E	-19426.556	eV
maximum force	2.61	eV/A

XYZ file:
```
37
Properties=species:S:1:pos:R:3:forces:R:3
N 0.32852 0.64718 0.81603 0.42 0.34 0.48
C 0.93326 -0.54128 2.93211 0.85 0.31 -0.03
C 0.14194 -1.23012 -3.54400 1.14 -0.91 -0.41
C -0.86495 -3.43660 -0.54082 -0.79 -0.29 1.91
C 1.41313 -0.29136 4.20666 0.10 0.48 -0.58
C 0.24979 1.98775 0.43985 -0.55 -0.80 1.38
C -2.57656 -0.80613 -3.68352 -0.21 -1.24 2.29
C 1.63879 2.14637 3.80937 -0.76 -1.18 1.38
C 0.64452 2.76116 1.48855 1.02 0.13 -0.50
C 1.09591 1.90927 2.55838 -0.40 -0.16 -1.69
C -2.01631 -1.51606 -2.58149 0.63 -0.07 -0.89
C -0.01558 -2.53477 -1.39121 0.88 0.87 -0.47
C 0.68854 4.24126 1.53145 -1.63 0.67 0.35
C 0.85255 0.58464 2.10373 -0.62 -0.40 -0.32
C -0.65124 -1.81772 -2.57223 -0.83 0.78 1.16
C -1.77323 -0.31926 -4.69394 -0.57 -0.35 1.02
C 1.77805 1.01566 4.59124 0.22 -1.04 1.43
C -0.40053 -0.57796 -4.61476 -0.93 1.12 -1.58
H -2.26368 0.31442 -5.41302 0.37 -0.13 -0.65
H -0.36292 4.59291 1.42856 0.46 0.06 0.44
H -0.38998 2.27026 -0.36206 0.17 0.16 -0.85
H 1.66125 3.07270 4.36071 0.43 0.52 -0.61
H 1.16246 4.76416 0.70413 0.64 -0.30 0.11
H 0.35003 -1.74061 -0.70947 0.02 -0.34 -0.31
H 2.11960 1.00720 5.64246 -0.10 0.79 -0.65
H -1.35075 -2.80882 0.27097 0.18 -0.87 -0.98
H 1.06203 4.55364 2.51858 -0.02 0.24 -0.57
H -0.29731 -4.19459 0.00828 0.52 0.43 0.05
H 0.75170 -1.54371 2.55293 -0.24 0.14 0.16
H 0.92025 -2.97931 -1.75173 -0.30 -0.33 0.08
H 0.14135 -0.25043 -5.50747 0.48 -0.02 0.73
H -1.61290 -4.09757 -0.98073 -0.21 0.63 -0.66
H 1.51312 -1.05551 4.96119 -0.01 -0.29 -0.14
H -2.58733 -1.83337 -1.70646 -0.28 0.01 -0.58
H 1.22691 -1.36662 -3.50954 -0.29 -0.08 -0.02
H 0.15331 -0.15450 0.22514 -0.04 0.41 0.23
H -3.66375 -0.77227 -3.58789 0.24 0.72 -0.69
```
Positions in Å, forces in eV/Å.

=====

Q: The lowest energy above the lowest of the compared OMol25 structures with the same formula, charge and spin belongs to which entry?
A: C9H14

=====

What did the fourth record say?
The following is a DFT calculation (ωB97M-V/def2-TZVPD) of a cluster of 2 separate species, C17H19N in total.

structure (SMILES)	Cc1c[nH]c2ccccc12.CCc1ccccc1
lowest unoccupied orbital energy	0.751	eV
net charge	0
gap between HOMO and LUMO	8.47	eV
energy above the lowest of the compared OMol25 structures with the same formula, charge and spin	1.347	eV
E	-19426.556	eV
maximum force	2.61	eV/A

XYZ file:
```
37
Properties=species:S:1:pos:R:3:forces:R:3
N 0.32852 0.64718 0.81603 0.42 0.34 0.48
C 0.93326 -0.54128 2.93211 0.85 0.31 -0.03
C 0.14194 -1.23012 -3.54400 1.14 -0.91 -0.41
C -0.86495 -3.43660 -0.54082 -0.79 -0.29 1.91
C 1.41313 -0.29136 4.20666 0.10 0.48 -0.58
C 0.24979 1.98775 0.43985 -0.55 -0.80 1.38
C -2.57656 -0.80613 -3.68352 -0.21 -1.24 2.29
C 1.63879 2.14637 3.80937 -0.76 -1.18 1.38
C 0.64452 2.76116 1.48855 1.02 0.13 -0.50
C 1.09591 1.90927 2.55838 -0.40 -0.16 -1.69
C -2.01631 -1.51606 -2.58149 0.63 -0.07 -0.89
C -0.01558 -2.53477 -1.39121 0.88 0.87 -0.47
C 0.68854 4.24126 1.53145 -1.63 0.67 0.35
C 0.85255 0.58464 2.10373 -0.62 -0.40 -0.32
C -0.65124 -1.81772 -2.57223 -0.83 0.78 1.16
C -1.77323 -0.31926 -4.69394 -0.57 -0.35 1.02
C 1.77805 1.01566 4.59124 0.22 -1.04 1.43
C -0.40053 -0.57796 -4.61476 -0.93 1.12 -1.58
H -2.26368 0.31442 -5.41302 0.37 -0.13 -0.65
H -0.36292 4.59291 1.42856 0.46 0.06 0.44
H -0.38998 2.27026 -0.36206 0.17 0.16 -0.85
H 1.66125 3.07270 4.36071 0.43 0.52 -0.61
H 1.16246 4.76416 0.70413 0.64 -0.30 0.11
H 0.35003 -1.74061 -0.70947 0.02 -0.34 -0.31
H 2.11960 1.00720 5.64246 -0.10 0.79 -0.65
H -1.35075 -2.80882 0.27097 0.18 -0.87 -0.98
H 1.06203 4.55364 2.51858 -0.02 0.24 -0.57
H -0.29731 -4.19459 0.00828 0.52 0.43 0.05
H 0.75170 -1.54371 2.55293 -0.24 0.14 0.16
H 0.92025 -2.97931 -1.75173 -0.30 -0.33 0.08
H 0.14135 -0.25043 -5.50747 0.48 -0.02 0.73
H -1.61290 -4.09757 -0.98073 -0.21 0.63 -0.66
H 1.51312 -1.05551 4.96119 -0.01 -0.29 -0.14
H -2.58733 -1.83337 -1.70646 -0.28 0.01 -0.58
H 1.22691 -1.36662 -3.50954 -0.29 -0.08 -0.02
H 0.15331 -0.15450 0.22514 -0.04 0.41 0.23
H -3.66375 -0.77227 -3.58789 0.24 0.72 -0.69
```
Positions in Å, forces in eV/Å.

=====

Copy entry 4 word for word.
The following is a DFT calculation (ωB97M-V/def2-TZVPD) of a cluster of 2 separate species, C17H19N in total.

structure (SMILES)	Cc1c[nH]c2ccccc12.CCc1ccccc1
lowest unoccupied orbital energy	0.751	eV
net charge	0
gap between HOMO and LUMO	8.47	eV
energy above the lowest of the compared OMol25 structures with the same formula, charge and spin	1.347	eV
E	-19426.556	eV
maximum force	2.61	eV/A

XYZ file:
```
37
Properties=species:S:1:pos:R:3:forces:R:3
N 0.32852 0.64718 0.81603 0.42 0.34 0.48
C 0.93326 -0.54128 2.93211 0.85 0.31 -0.03
C 0.14194 -1.23012 -3.54400 1.14 -0.91 -0.41
C -0.86495 -3.43660 -0.54082 -0.79 -0.29 1.91
C 1.41313 -0.29136 4.20666 0.10 0.48 -0.58
C 0.24979 1.98775 0.43985 -0.55 -0.80 1.38
C -2.57656 -0.80613 -3.68352 -0.21 -1.24 2.29
C 1.63879 2.14637 3.80937 -0.76 -1.18 1.38
C 0.64452 2.76116 1.48855 1.02 0.13 -0.50
C 1.09591 1.90927 2.55838 -0.40 -0.16 -1.69
C -2.01631 -1.51606 -2.58149 0.63 -0.07 -0.89
C -0.01558 -2.53477 -1.39121 0.88 0.87 -0.47
C 0.68854 4.24126 1.53145 -1.63 0.67 0.35
C 0.85255 0.58464 2.10373 -0.62 -0.40 -0.32
C -0.65124 -1.81772 -2.57223 -0.83 0.78 1.16
C -1.77323 -0.31926 -4.69394 -0.57 -0.35 1.02
C 1.77805 1.01566 4.59124 0.22 -1.04 1.43
C -0.40053 -0.57796 -4.61476 -0.93 1.12 -1.58
H -2.26368 0.31442 -5.41302 0.37 -0.13 -0.65
H -0.36292 4.59291 1.42856 0.46 0.06 0.44
H -0.38998 2.27026 -0.36206 0.17 0.16 -0.85
H 1.66125 3.07270 4.36071 0.43 0.52 -0.61
H 1.16246 4.76416 0.70413 0.64 -0.30 0.11
H 0.35003 -1.74061 -0.70947 0.02 -0.34 -0.31
H 2.11960 1.00720 5.64246 -0.10 0.79 -0.65
H -1.35075 -2.80882 0.27097 0.18 -0.87 -0.98
H 1.06203 4.55364 2.51858 -0.02 0.24 -0.57
H -0.29731 -4.19459 0.00828 0.52 0.43 0.05
H 0.75170 -1.54371 2.55293 -0.24 0.14 0.16
H 0.92025 -2.97931 -1.75173 -0.30 -0.33 0.08
H 0.14135 -0.25043 -5.50747 0.48 -0.02 0.73
H -1.61290 -4.09757 -0.98073 -0.21 0.63 -0.66
H 1.51312 -1.05551 4.96119 -0.01 -0.29 -0.14
H -2.58733 -1.83337 -1.70646 -0.28 0.01 -0.58
H 1.22691 -1.36662 -3.50954 -0.29 -0.08 -0.02
H 0.15331 -0.15450 0.22514 -0.04 0.41 0.23
H -3.66375 -0.77227 -3.58789 0.24 0.72 -0.69
```
Positions in Å, forces in eV/Å.

=====

What did the third record say?
The following is a DFT calculation (ωB97M-V/def2-TZVPD) of the molecule C4H6Cl2.

structure (SMILES)	CC/C(Cl)=C/Cl
lowest unoccupied orbital energy	0.879	eV
net charge	0
gap between HOMO and LUMO	9.79	eV
energy above the lowest of the compared OMol25 structures with the same formula, charge and spin	1.018	eV
E	-29288.832	eV
maximum force	5.78	eV/A

XYZ file:
```
12
Properties=species:S:1:pos:R:3:forces:R:3
Cl -0.77073 2.20521 -0.11020 -0.72 2.02 -0.41
Cl -3.39886 0.22957 -0.15108 -1.87 0.51 -0.70
C -0.78450 0.57272 0.21462 -2.90 -1.03 -1.47
C 0.48955 0.09345 0.55272 5.08 0.20 2.75
C -1.83032 -0.26392 -0.02062 2.72 0.89 1.83
C 1.42903 -0.29088 -0.58781 -0.10 0.62 -0.80
H 1.17761 -1.29588 -0.89513 -0.36 -0.13 -0.61
H -1.65956 -1.28088 0.28633 -0.18 -0.36 -0.25
H 1.40380 0.42046 -1.44100 0.00 -0.52 0.48
H 2.44323 -0.39693 -0.24960 0.54 0.31 0.29
H 1.11591 0.84059 1.33804 -2.00 -1.81 -2.09
H 0.38483 -0.83350 1.06373 -0.19 -0.69 0.98
```
Positions in Å, forces in eV/Å.